1.
{"formula": "C28H64As3IrO4Si", "method": "wB97M-V/def2-TZVPD", "elements": ["Ir", "As", "As", "As", "Si", "O", "O", "O", "O", "C", "C", "C", "C", "C", "C", "C", "C", "C", "C", "C", "C", "C", "C", "C", "C", "C", "C", "C", "C", "C", "C", "C", "C", "C", "C", "C", "C", "H", "H", "H", "H", "H", "H", "H", "H", "H", "H", "H", "H", "H", "H", "H", "H", "H", "H", "H", "H", "H", "H", "H", "H", "H", "H", "H", "H", "H", "H", "H", "H", "H", "H", "H", "H", "H", "H", "H", "H", "H", "H", "H", "H", "H", "H", "H", "H", "H", "H", "H", "H", "H", "H", "H", "H", "H", "H", "H", "H", "H", "H", "H", "H"], "positions_angstrom": [[-1.13533, -0.47753, -0.10896], [1.16143, 0.07384, 0.51716], [3.69795, 4.80138, -0.47886], [2.69842, -0.09227, -2.90774], [-2.24745, -1.72441, 1.59610], [-1.27714, -2.13935, -1.84680], [-2.12887, 1.58771, -0.11999], [-3.24683, -0.65481, -0.98899], [-0.79680, 0.57462, -2.30793], [3.98470, 0.62163, -1.59113], [-1.79122, -4.38858, 2.70462], [-0.45743, -3.74376, 0.62316], [-4.05585, 0.52088, -1.14479], [-0.91963, -3.35399, 2.02320], [-3.56374, 1.58676, -0.20121], [2.33810, -1.46104, 0.42031], [4.35831, 1.60516, 0.68122], [3.84784, -1.52962, -3.56101], [-3.62942, -1.62711, -1.98503], [3.87969, 3.05110, -1.32437], [-2.49254, -1.36484, 4.46555], [-3.75491, -2.78776, 1.19382], [-2.02896, 0.68629, 3.12924], [2.99445, 1.17233, -4.37445], [-0.59056, -1.68069, -3.01805], [2.01039, 1.69372, -0.26599], [4.79888, 5.04107, 1.07724], [1.89732, 5.20564, 0.06272], [-1.28842, 1.89620, -2.42595], [-2.57694, -2.70384, -2.00024], [-2.76689, -0.65227, 3.14296], [-1.39973, 2.44278, -1.01289], [1.42519, 0.56182, 2.37967], [-4.28056, -0.39960, 3.02207], [-0.96155, -0.27196, -3.44307], [3.52412, 1.71354, -0.59688], [0.17216, -2.77876, 2.89668], [-4.86564, -1.30018, 3.19260], [1.08824, -0.21739, 3.04937], [-0.60647, 2.53205, -3.00327], [-3.73730, -1.12977, -2.95134], [-4.56097, -2.20776, 0.74044], [-1.27334, -4.12778, 0.01607], [2.39702, -1.85716, -0.59132], [-3.54908, -3.62180, 0.53131], [4.05668, 1.37866, -4.50448], [-2.63402, -3.31030, -2.90663], [-1.43180, -1.45995, 4.67246], [-2.49558, -4.86430, 2.02907], [4.90382, 6.10941, 1.26531], [-0.76135, -2.37843, -3.84120], [4.90071, -1.26618, -3.46945], [-4.57004, 0.00947, 2.05297], [-0.41104, 2.50945, -0.56542], [4.94120, 3.03164, -1.58325], [0.88265, 1.47740, 2.60868], [1.80193, 6.28242, 0.20080], [0.27773, -4.55758, 0.69419], [-1.84678, 3.43965, -1.02847], [-2.95515, -2.34707, 4.51993], [0.52585, -1.82948, 2.52594], [0.02309, -2.92042, 0.09092], [5.78279, 4.60559, 0.92264], [-0.14256, -2.66673, 3.92851], [-1.98587, -0.19238, -3.82057], [-4.59019, 0.32680, 3.77811], [1.80645, 2.44408, 0.50333], [-2.92171, -0.77014, 5.27704], [4.35698, -0.23920, -1.03320], [-2.26552, 1.28910, 2.25244], [-2.71423, -3.35680, -1.14864], [-0.28454, 0.03408, -4.24771], [1.90800, -2.21979, 1.06575], [1.72105, 4.71094, 1.01970], [5.41940, 1.72170, 0.45797], [1.43274, 1.96129, -1.15370], [3.66325, -2.45207, -3.01232], [-4.02381, 0.84019, -2.18955], [1.18871, 4.87870, -0.69463], [-4.12642, -3.18189, 2.13851], [3.32964, 3.13812, -2.26532], [4.23803, 0.63295, 1.15335], [4.07793, 2.36117, 1.41678], [-2.25133, 1.89463, -2.94760], [2.62069, 0.72458, -5.29501], [4.28358, 4.57674, 1.91871], [2.49095, 0.72343, 2.53650], [1.02891, -3.46898, 2.90924], [-2.31998, -3.99565, 3.56745], [-3.92765, 2.57129, -0.50052], [-3.91459, 1.38906, 0.80921], [2.46015, 2.10926, -4.21350], [4.83711, 0.98756, -2.16625], [-1.13741, -5.18074, 3.09331], [-0.95481, 0.53794, 3.16142], [0.46418, -1.69494, -2.75081], [-4.59867, -2.06154, -1.72741], [3.32879, -1.21146, 0.79107], [3.62417, -1.70233, -4.61288], [-2.30593, 1.27400, 4.00883], [-5.09691, 0.28259, -0.90693]], "forces_ev_per_a": [[-2.3, 0.9, -2.4], [0.1, -0.6, 1.1], [-0.2, -0.4, 0.4], [0.0, 0.1, -0.1], [1.3, -2.1, 2.4], [0.7, 0.2, 0.4], [0.9, -0.4, 0.4], [-0.1, 0.0, -0.1], [0.3, 0.1, 0.0], [0.0, -0.1, 0.0], [0.9, -0.6, 0.1], [0.6, -0.8, 0.6], [-0.1, 0.2, 0.0], [-2.0, 3.0, -0.9], [-0.2, -0.2, 0.2], [0.0, 0.0, -0.3], [0.0, 0.1, 0.0], [0.0, 0.0, 0.0], [0.0, -0.3, 0.0], [0.0, 0.1, -0.2], [-0.1, 0.1, 0.1], [-0.3, 0.9, -0.9], [-0.2, 0.0, 0.2], [0.1, 0.0, 0.0], [-0.1, 0.0, -0.2], [-0.1, -0.1, -0.4], [0.2, 0.2, -0.1], [-0.1, 0.2, -0.1], [-0.2, -0.1, 0.1], [0.0, 0.0, 0.0], [-0.1, 0.0, -1.0], [-0.1, 0.2, -0.3], [0.1, 0.3, -0.1], [0.1, 0.2, 0.3], [0.0, -0.1, 0.0], [0.1, 0.1, 0.2], [0.4, -1.1, 0.0], [0.0, 0.0, 0.0], [0.0, 0.0, 0.1], [0.0, 0.0, 0.0], [0.1, 0.1, 0.1], [-0.2, -0.1, 0.1], [0.0, 0.0, 0.0], [0.0, 0.0, 0.0], [0.0, -0.2, 0.1], [0.0, 0.0, 0.0], [0.0, 0.1, 0.0], [0.0, 0.0, 0.0], [0.0, 0.0, 0.0], [0.0, 0.0, 0.0], [0.0, 0.0, 0.0], [0.0, 0.0, 0.0], [-0.1, 0.0, -0.1], [0.0, 0.1, 0.0], [0.0, 0.0, 0.0], [0.0, 0.0, 0.0], [0.0, 0.0, 0.0], [0.0, 0.0, -0.1], [-0.1, -0.1, 0.1], [0.0, 0.0, 0.0], [0.0, 0.1, 0.0], [0.0, 0.0, 0.0], [0.0, 0.0, 0.0], [0.0, 0.0, 0.0], [0.0, 0.0, 0.0], [0.0, 0.0, 0.0], [0.0, 0.0, 0.0], [0.0, 0.0, 0.0], [-0.1, 0.0, 0.0], [0.0, 0.0, 0.0], [0.1, -0.1, 0.0], [0.0, 0.0, 0.0], [0.0, 0.0, 0.0], [0.0, 0.0, 0.0], [0.0, 0.0, 0.0], [0.1, -0.1, -0.1], [0.0, 0.0, 0.0], [0.1, 0.0, 0.0], [0.0, 0.0, 0.0], [0.1, 0.0, 0.0], [0.0, 0.0, 0.0], [0.0, 0.0, 0.0], [0.0, 0.0, 0.0], [0.0, 0.0, 0.1], [0.0, 0.0, 0.0], [0.0, 0.0, 0.0], [0.0, 0.0, 0.0], [0.0, 0.1, 0.1], [-0.1, 0.0, 0.0], [0.1, 0.0, 0.0], [0.1, 0.0, 0.0], [0.0, 0.0, 0.0], [0.1, -0.1, 0.1], [-0.1, -0.1, 0.0], [0.1, 0.0, 0.0], [0.0, 0.0, 0.0], [0.0, 0.1, 0.1], [0.0, 0.0, 0.0], [0.0, 0.0, 0.0], [0.0, 0.0, 0.0], [0.0, 0.0, 0.0]], "spin_multiplicity": 2, "total_energy_ev": -231467.2896, "orbital_gap_ha": [0.20754, 0.15848], "total_charge": 3, "relative_energy_kj_mol": 214.3}


2.
{"formula": "C28H65BClN2O10P", "method": "wB97M-V/def2-TZVPD", "elements": ["Cl", "P", "O", "O", "O", "O", "O", "O", "O", "O", "O", "O", "N", "N", "C", "C", "C", "C", "C", "C", "C", "C", "C", "C", "C", "C", "C", "C", "C", "C", "C", "C", "C", "C", "C", "C", "C", "C", "C", "C", "C", "C", "B", "H", "H", "H", "H", "H", "H", "H", "H", "H", "H", "H", "H", "H", "H", "H", "H", "H", "H", "H", "H", "H", "H", "H", "H", "H", "H", "H", "H", "H", "H", "H", "H", "H", "H", "H", "H", "H", "H", "H", "H", "H", "H", "H", "H", "H", "H", "H", "H", "H", "H", "H", "H", "H", "H", "H", "H", "H", "H", "H", "H", "H", "H", "H", "H", "H"], "positions_angstrom": [[0.44961, -1.09386, -1.93665], [5.83732, -2.80440, -2.16066], [5.37623, -4.40801, -1.83998], [0.05613, 2.51420, -5.20792], [5.03011, -1.25441, -5.61148], [4.56158, -3.42101, -4.99584], [-8.19643, 6.65839, 7.75370], [-5.11689, 4.13498, 3.67404], [8.68360, -6.76729, -2.03524], [0.43440, -3.50061, -0.88522], [4.13805, -0.09566, -1.42427], [-2.28503, 0.55468, 1.52192], [5.38795, 0.70119, -3.38019], [0.98009, -4.35223, -4.76393], [-3.05606, -0.59151, 3.55515], [3.35192, -3.72012, -4.20738], [-9.44592, 6.01024, 7.92144], [-5.15137, 4.57870, 5.02067], [-3.35795, 0.38954, 2.43447], [4.78036, -2.05141, -4.77476], [-10.63665, 6.95124, 7.84462], [7.44995, -2.98065, -3.13158], [-4.29116, 4.87200, 2.78550], [-2.94972, -1.24343, -0.01967], [-2.01971, 3.32937, -6.24516], [1.08575, -2.72731, -1.48488], [2.22596, -3.76278, -5.29978], [-2.82746, 4.88553, 3.18982], [2.53376, -3.14155, -1.87101], [7.60290, -7.68390, -1.95758], [-0.78638, 2.44742, -6.34620], [-5.65635, 6.00225, 5.18232], [-1.01718, 0.68688, -3.96000], [9.98344, -7.32734, -2.12611], [3.06470, -2.50482, -3.20522], [10.18600, -8.20340, -3.35102], [-1.86125, -0.60871, 0.82888], [-0.52048, 2.12276, -3.97295], [4.54693, -1.91299, -3.22750], [7.67467, -8.60436, -0.75159], [-7.81680, 7.15773, 10.13183], [-7.87345, 7.66354, 8.70006], [4.68770, -0.38979, -2.67720], [9.97694, -7.63964, -4.26286], [7.71465, -8.02171, 0.17106], [-8.78295, 6.78097, 10.47094], [10.22631, -7.87445, -1.20923], [-3.89630, -0.64362, 4.25002], [-6.65323, 6.10594, 4.74911], [3.24850, -2.97283, -1.02955], [-4.38064, 4.39352, 1.80842], [-2.67491, 5.37021, 4.15554], [-0.20605, 0.00184, -4.20705], [-1.73270, 4.36939, -6.07548], [-2.55204, -2.10274, -0.56402], [0.47207, -3.70473, -4.16026], [6.69251, -7.08439, -1.89007], [-5.82634, 3.90280, 5.54963], [4.69900, 1.15369, -3.99213], [0.26249, 2.23274, -3.21963], [-1.32059, 2.81542, -3.69122], [-4.27120, 0.10686, 1.90003], [7.52688, -8.25916, -2.88674], [-2.60306, 3.27235, -7.16595], [-6.88874, 8.04322, 8.42068], [-2.16454, -0.28104, 4.10464], [1.98657, -2.73101, -5.63987], [-4.16679, 4.45780, 5.48570], [-1.06458, 1.40831, -6.55288], [-4.67509, 5.89112, 2.66805], [-7.51770, 7.96244, 10.80656], [2.48102, -1.70685, -3.70984], [-2.44439, 3.86564, 3.26968], [-10.63882, 7.48765, 6.89327], [6.12647, 0.36109, -3.99610], [7.28497, -3.08001, -4.22673], [-0.18338, 2.77848, -7.19398], [-2.87275, -1.59912, 3.17723], [8.55975, -9.24167, -0.77639], [-3.78911, -1.59117, 0.58457], [10.67737, -6.48590, -2.17498], [-2.66894, 3.03017, -5.42032], [-5.70511, 6.27011, 6.23906], [-1.40532, 0.42968, -2.97353], [2.55294, -4.37990, -6.16610], [3.63519, -4.68940, -3.74568], [9.52572, -9.07253, -3.34486], [8.07926, -2.10176, -2.85919], [-5.00625, 6.72456, 4.68421], [7.95077, -3.87154, -2.67933], [5.62747, -5.01981, -2.55585], [-1.81669, 0.52357, -4.68476], [4.12011, 0.87757, -1.35385], [6.79742, -9.25349, -0.71712], [-1.04414, -0.29801, 0.17689], [-9.52216, 5.27760, 7.11547], [-9.45662, 5.44143, 8.85741], [-10.61920, 7.69735, 8.64114], [-3.34065, -0.52220, -0.74165], [2.50063, -4.24787, -2.00191], [-2.23283, 5.42447, 2.44939], [-7.09615, 6.34183, 10.22027], [11.21442, -8.56654, -3.39144], [-1.43894, -1.33601, 1.53067], [1.16271, -5.19928, -4.22638], [-3.54940, 1.37262, 2.87017], [-8.56762, 8.50601, 8.61038], [-11.56911, 6.39084, 7.93331]], "forces_ev_per_a": [[0.7, -0.9, 0.2], [0.5, -0.3, 1.4], [0.3, 0.6, -1.3], [0.3, 0.1, 0.0], [0.5, 0.1, -0.4], [-0.4, 1.6, 0.0], [0.2, -0.1, -0.2], [-0.1, -0.2, -0.1], [-0.1, 0.3, 0.0], [-1.1, 0.1, 0.3], [-0.2, 0.2, -1.7], [0.1, 0.2, 0.0], [-0.6, -0.6, -0.1], [0.0, 0.3, 0.1], [0.1, -0.1, 0.0], [-0.3, 0.8, -2.0], [-0.1, 0.0, 0.0], [0.0, 0.2, 0.1], [0.0, -0.1, 0.1], [-0.3, -1.7, 2.0], [0.0, 0.1, 0.0], [-0.7, 0.0, 0.2], [0.1, 0.1, 0.1], [-0.1, 0.0, 0.0], [0.0, 0.0, 0.1], [1.7, -0.5, 0.1], [-0.3, -1.1, 0.9], [0.1, 0.0, 0.1], [0.0, 1.0, -0.8], [0.1, -0.2, 0.0], [-0.1, 0.0, 0.0], [0.1, 0.1, -0.1], [-0.2, 0.1, -0.3], [0.1, -0.1, -0.1], [2.6, -1.6, 0.0], [-0.1, -0.1, -0.1], [-0.1, -0.1, 0.0], [-0.1, -0.1, 0.0], [0.1, 0.8, -0.7], [0.1, 0.0, 0.1], [-0.1, -0.1, 0.0], [-0.1, 0.0, 0.1], [0.0, 0.2, 0.9], [0.0, 0.0, 0.0], [0.0, 0.0, 0.0], [0.0, 0.1, 0.0], [0.0, -0.1, 0.0], [0.0, 0.0, 0.0], [0.0, 0.0, 0.1], [-0.8, 0.2, -0.5], [-0.2, -0.1, 0.1], [0.0, 0.1, 0.0], [0.0, 0.1, 0.0], [0.0, 0.0, 0.0], [0.0, 0.1, 0.0], [0.2, -0.2, -0.2], [0.1, 0.1, 0.0], [0.0, -0.1, -0.2], [0.5, 0.2, 0.2], [0.1, 0.1, -0.2], [-0.1, 0.0, 0.0], [0.0, -0.1, 0.0], [0.0, -0.1, 0.0], [0.0, 0.0, 0.0], [0.0, -0.1, -0.2], [-0.1, 0.0, 0.0], [0.4, -0.7, 0.1], [0.0, 0.1, 0.0], [-0.1, 0.0, 0.0], [0.0, 0.0, 0.0], [0.0, 0.0, 0.0], [-0.3, -0.8, 0.6], [0.0, 0.0, -0.1], [0.0, -0.1, 0.0], [-0.4, 0.1, -0.1], [0.4, 0.0, 0.7], [0.1, 0.0, 0.2], [-0.1, 0.0, 0.0], [-0.1, 0.0, -0.1], [0.0, -0.1, 0.0], [-0.2, 0.1, 0.0], [0.0, 0.0, -0.1], [-0.1, 0.0, 0.0], [0.0, 0.1, -0.1], [-0.1, 0.5, 0.6], [-0.9, 0.6, 0.0], [0.1, 0.0, 0.0], [-0.5, -0.5, -0.5], [0.0, 0.0, 0.1], [-0.4, 0.5, -0.5], [-0.1, 0.2, 0.2], [-0.1, 0.0, 0.1], [0.3, -0.5, 0.3], [0.0, 0.0, 0.0], [-0.1, 0.2, 0.2], [0.2, 0.1, 0.0], [0.0, 0.0, 0.0], [0.0, -0.1, 0.0], [0.0, 0.0, 0.0], [-0.2, 0.9, 0.3], [0.0, 0.0, 0.0], [0.0, 0.1, 0.0], [0.0, 0.0, 0.0], [0.0, -0.1, 0.0], [0.0, 0.3, -0.2], [0.1, 0.0, -0.2], [0.0, 0.0, 0.1], [0.0, 0.0, 0.0]], "total_energy_ev": -76032.3737, "orbital_gap_ha": 0.33120, "smiles": "CP(O)[C@@]1(B(N)O)C(=O)O[C@H](CN)[C@H]1CC(=O)Cl.CCOCC.CCOCC.CCOCC.CCOCC.CCOCC"}